Record 1
ORCA calculation (ωB97M-V with the def2-TZVPD basis set) on a structure of composition C7H26AlBBrClFLiO10Si2 in a non-equilibrium geometry.

Output
LUMO energy = -0.1385 Eh
electronic energy = -136668.080 eV
frontier orbital gap = 4.06 eV
M = 505.54 g mol⁻¹
strongest force on any atom = 1.7 eV/Å
HOMO = -7.8 eV

Last column: Mulliken charge in e.
Cartesian coordinates (Å):
O 2.17390 1.84904 0.44275  -0.583
C 2.15802 0.42651 0.22478  -0.207
C 0.94677 -0.00510 -0.54008  -0.017
O -0.07645 -0.38279 0.34375  0.099
C -1.07390 -1.14226 -0.27932  -0.665
O -2.26071 -0.39809 -0.31679  -0.317
C -2.22205 0.55172 -1.34533  -0.380
Si -2.97374 2.16494 -0.70031  0.213
O -3.39063 2.06977 0.90426  0.406
Si -4.88846 1.34250 1.10303  0.259
O -1.90078 3.46787 -0.92759  -0.458
B -0.78702 3.26336 -0.16870  0.658
O -0.77108 2.58968 1.00943  -0.169
O 0.45756 3.75265 -0.64486  -0.932
H 1.94567 2.00878 1.36520  0.352
H 2.12390 -0.11696 1.25851  -0.263
H 3.06828 0.19471 -0.32445  0.226
H 1.23889 -0.82004 -1.21092  0.637
H 0.65913 0.83943 -1.19216  -0.046
H -0.77128 -1.49431 -1.27226  0.538
H -1.24770 -1.95778 0.38320  0.123
H -2.86030 0.23239 -2.18483  0.388
H -1.22841 0.71528 -1.76911  0.335
H -4.19770 2.47317 -1.46748  -0.234
H -5.06018 0.43356 -0.05026  -0.135
H -5.94716 2.36216 1.17947  -0.118
H -4.80298 0.50363 2.32470  -0.220
H -1.07038 3.12658 1.75385  0.283
H 1.09282 3.00673 -0.62958  0.394
Li -6.23087 1.85652 3.70023  0.708
O 2.16716 3.48024 -2.80237  -0.587
H 1.47724 3.70931 -2.13500  0.479
H 1.70508 3.57558 -3.65026  0.380
Br -6.20742 4.46246 3.68570  -0.827
Al 2.31788 5.74127 -2.10534  0.766
C 3.54615 -3.72325 1.00679  -1.591
C 3.00019 -3.22692 -0.31888  1.651
C 2.53045 -4.37983 -1.19253  -1.526
O 4.00790 -2.47704 -1.01424  -0.527
H 4.41046 -4.37966 0.85083  0.415
H 3.88242 -2.88988 1.61780  0.397
H 2.78668 -4.27483 1.56017  0.330
H 2.17146 -2.54543 -0.13498  -0.593
H 3.36195 -5.05256 -1.42417  0.387
H 2.14421 -4.00825 -2.14378  0.369
H 1.74587 -4.95351 -0.69800  0.359
H 4.74864 -3.06906 -1.18154  0.336
F -1.84923 -0.85001 2.32040  -0.589
O -0.90647 -3.62296 1.84281  -0.422
H -0.83963 -2.97999 2.57340  0.296
Cl 1.69585 -1.44934 2.37409  -0.377

Forces on atoms 1 to 2 (eV/Å):
O 0.03 0.27 0.01
C 0.29 0.27 0.66

Record 2
ORCA calculation (ωB97M-V with the def2-TZVPD basis set) on a structure of composition C7H26AsF6O10 in a non-equilibrium geometry.

Output
LUMO energy (alpha / beta) = 0.1657 / 0.1625 Eh
electronic energy = -105301.141 eV
frontier orbital gap (alpha / beta) = 2.30 / 8.62 eV
charge = -2
M = 459.18 g mol⁻¹
strongest force on any atom = 3.9 eV/Å
HOMO (alpha / beta) = 2.2 / -4.2 eV
multiplicity = 2
expectation value of S² = 0.752

Last column: Mulliken charge in e.
Cartesian coordinates (Å):
As -0.97469 1.13104 -0.49399  1.640
F 0.64408 0.66973 0.21732  -0.598
F -1.02518 -0.49024 -1.27339  -0.507
F -2.59076 1.59277 -1.19084  -0.524
F -0.79886 2.76136 0.33865  -0.505
F -0.18618 1.73470 -1.93189  -0.575
F -1.78497 0.49744 0.93400  -0.586
O -1.27915 -1.28381 3.62781  -0.715
H -1.06885 -0.88519 2.78335  0.327
H -2.15156 -0.95160 3.83940  0.336
O -0.56200 -3.31216 -0.07385  -0.623
H -0.60076 -2.36240 -0.18645  0.273
H -1.43957 -3.61715 -0.30423  0.302
O -1.93857 2.70455 -3.63908  -0.630
H -1.97235 2.12638 -4.40118  0.284
H -1.40667 2.22935 -3.00072  0.357
O -4.02985 2.39462 2.08071  -0.626
H -3.28978 1.86373 1.78629  0.236
H -3.88099 3.25380 1.68588  0.325
C 3.40850 -3.50826 1.51871  -1.303
C 3.80840 -2.87174 0.07918  0.474
C 2.73060 -2.05103 -0.49151  -0.593
O 3.15742 -0.75988 -0.57875  -0.001
C 4.38683 -0.63401 -0.07044  0.577
O 5.09407 0.24778 -0.38455  -0.521
O 4.75416 -1.85727 0.40539  -0.382
H 4.33298 -3.75317 2.04165  0.355
H 2.90088 -4.45615 1.34000  0.337
H 2.79870 -2.72250 1.96461  0.393
H 4.25473 -3.52134 -0.67375  0.345
H 1.81774 -2.18965 0.08779  0.046
H 2.43833 -2.49898 -1.44125  0.259
C -5.49065 0.15760 0.31236  -0.516
O -6.70609 0.26825 1.13908  -0.509
H -5.77137 -0.21541 -0.67261  0.320
H -5.00166 1.12831 0.23041  0.156
H -4.72282 -0.54929 0.62677  0.193
H -6.69185 -0.46061 1.76371  0.282
C 2.42848 0.18985 -3.57596  -0.479
O 3.60400 -0.20306 -4.36840  -0.518
H 1.58021 0.34272 -4.24317  0.385
H 2.04781 -0.59542 -2.92284  -0.015
H 2.45920 1.07945 -2.94687  0.239
H 3.31605 -0.95500 -4.89116  0.273
C 0.91386 3.40676 2.59565  -0.535
O -0.48879 3.49167 2.82710  -0.511
H 1.52965 3.76917 3.41879  0.290
H 1.20626 2.38078 2.37212  0.120
H 1.21197 3.98451 1.72076  0.236
H -0.97080 3.29885 2.01958  0.414

Forces on atoms 1 to 2 (eV/Å):
As 0.35 -0.01 0.51
F 0.45 -0.22 0.25

Record 3
ORCA calculation (ωB97M-V with the def2-TZVPD basis set) on a structure of composition C7H26BrN2O9 in a non-equilibrium geometry.

Output
LUMO energy = 0.1017 Eh
electronic energy = -99127.918 eV
frontier orbital gap = 7.93 eV
charge = -1
M = 362.19 g mol⁻¹
strongest force on any atom = 4.5 eV/Å
HOMO = -5.2 eV
energy above the lowest of the compared OMol25 structures with the same formula, charge and spin = 119.1 kcal per mole

Last column: Mulliken charge in e.
Cartesian coordinates (Å):
Br 0.45986 0.23514 0.02054  -0.418
C -1.93041 -2.33561 -0.03557  0.525
O -2.74642 -3.02115 -0.58080  -0.802
N -0.69364 -2.27527 -0.33608  0.230
N -2.27401 -1.61503 1.02302  -0.257
H -0.17456 -1.55893 0.15127  -0.319
H -0.39747 -2.75229 -1.17562  0.058
H -3.27278 -1.57921 1.16888  0.207
H -1.66079 -0.86719 1.31421  0.396
C 2.86345 -2.01168 -0.49453  0.146
C 2.74338 -2.06124 -1.98787  -0.559
O 1.53513 -1.52537 -2.51692  -0.512
O 1.69517 -2.40882 0.16710  -0.563
H 2.99705 -0.96226 -0.23189  -0.200
H 3.64738 -2.69549 -0.16903  0.430
H 2.92092 -3.06428 -2.37581  0.357
H 3.55583 -1.46155 -2.39825  0.334
H 1.70708 -0.75422 -3.06223  0.314
H 1.04459 -1.78959 -0.17187  0.161
C -1.16915 1.82885 2.46743  0.884
C -1.50107 0.50426 3.24615  -0.595
O -1.11351 -0.61961 2.51665  -0.545
O -0.12669 2.43030 3.16301  -0.574
H -2.02062 2.50145 2.36393  0.313
H -0.98300 1.70661 1.40042  -0.013
H -2.56300 0.49750 3.49185  0.282
H -1.06339 0.34483 4.23159  0.344
H -0.38253 -0.36588 1.94842  0.200
H -0.07281 3.32932 2.83065  0.311
C -1.72735 1.63783 -2.25564  -0.558
C -2.16175 2.59164 -1.13416  -0.306
O -1.15576 2.69028 -0.08903  -0.538
O -1.65908 0.26798 -1.87098  -0.494
H -0.77693 2.13393 -2.45232  0.264
H -2.31858 1.63423 -3.17137  0.409
H -3.14672 2.35948 -0.72916  0.244
H -2.27531 3.60922 -1.50798  0.351
H -0.60107 1.94213 -0.32181  -0.095
H -0.97100 0.16258 -1.20988  0.319
O 2.96966 0.01612 1.43233  -0.705
H 2.17055 0.05987 0.90723  -0.186
H 3.44834 0.81405 1.20781  0.312
O 2.42388 0.81193 -1.98065  -0.779
H 3.12140 0.94078 -1.33792  0.387
H 1.63577 0.67422 -1.45516  0.237

Forces on atoms 1 to 2 (eV/Å):
Br 0.66 2.23 1.16
C -3.19 0.07 1.30

- Number 2 is which compound?
  C7H26AsF6O10